Record 1
A cluster of 12 separate species, C25H50Br2FIN14O25P in total in a non-equilibrium geometry. Source: OMol25; level of theory: the ωB97M-V functional and the def2-TZVPD basis.

As for the spin multiplicity: 1. For the energy, the calculation gives -258936.8595 eV. Its charge is +1.

Last column: Mulliken charge in e.
CARTESIAN COORDINATES (ANGSTROEM)
C (-1.56788, -0.07942, -2.55401)  -1.12
C (-0.33259, -0.61164, -1.90056)  0.66
Br (1.24564, 0.41766, -2.04350)  -0.12
C (-0.27925, -1.75724, -1.22680)  -0.94
Br (1.27038, -2.43301, -0.40669)  -0.01
C (-1.50700, -2.58186, -1.10196)  -0.03
C (-1.86838, -3.54309, -2.05495)  0.47
C (-1.00717, -3.72541, -3.27188)  -0.28
O (-1.46415, -3.67094, -4.36002)  -0.51
O (0.29670, -3.87229, -3.00344)  0.11
C (0.93997, -4.84080, -3.81385)  0.75
C (2.30469, -5.11700, -3.22237)  -1.21
F (0.21578, -6.00869, -3.82364)  -0.27
C (-3.05209, -4.27664, -1.91498)  -0.18
C (-3.54049, -5.29364, -2.91419)  -0.56
C (-4.95322, -4.87778, -3.40048)  -1.03
C (-5.17311, -5.20662, -4.85838)  0.42
N (-6.33718, -4.66320, -5.45344)  -0.55
O (-4.40117, -5.85465, -5.49269)  -0.45
C (-3.81414, -4.04032, -0.78788)  0.14
N (-3.46975, -3.10784, 0.12540)  0.01
P (-4.55789, -2.86328, 1.53659)  0.22
N (-5.22607, -1.48055, 1.65610)  -0.50
C (-2.35646, -2.36190, -0.00683)  0.31
I (-1.84577, -0.89337, 1.39429)  0.43
H (-1.31475, 0.67790, -3.28299)  0.41
H (-2.09856, -0.87218, -3.07029)  0.26
H (-2.20829, 0.34330, -1.78290)  0.29
H (1.08471, -4.49047, -4.82638)  0.00
H (2.25220, -5.94236, -2.52095)  0.34
H (3.05066, -5.24903, -3.99306)  0.33
H (2.58553, -4.23739, -2.65098)  0.26
H (-2.87963, -5.37828, -3.76039)  0.63
H (-3.64817, -6.25872, -2.42760)  0.31
H (-5.72586, -5.27707, -2.75090)  0.40
H (-5.02253, -3.79047, -3.32044)  0.56
H (-6.65049, -3.83928, -4.95748)  0.28
H (-7.09470, -5.33425, -5.47781)  0.27
H (-4.72305, -4.58219, -0.58644)  0.36
H (-5.51569, -3.87238, 1.33641)  0.08
H (-3.72413, -3.24176, 2.60509)  0.15
H (-4.95243, -0.84624, 0.91594)  0.38
C (-1.62958, 1.11081, 5.48692)  -0.88
N (-1.48442, 1.43833, 4.04573)  0.83
O (-0.39084, 1.27373, 3.52713)  -0.44
O (-2.45912, 1.85309, 3.45794)  -0.48
H (-0.67551, 0.75989, 5.85843)  0.38
H (-1.93070, 2.01577, 5.99580)  0.30
H (-2.39264, 0.34052, 5.56978)  0.27
C (1.61487, 4.16645, 7.33476)  -0.74
N (0.53319, 3.15130, 7.23808)  1.03
O (0.77047, 2.01499, 7.58700)  -0.58
O (-0.54619, 3.51984, 6.80273)  -0.61
H (2.49410, 3.68901, 7.72617)  0.44
H (1.78747, 4.54525, 6.33480)  0.30
H (1.26944, 4.95096, 7.99548)  0.19
C (2.84460, 1.74782, 3.04144)  -0.62
N (3.11922, 3.13690, 3.49886)  0.97
O (3.16428, 4.01484, 2.66208)  -0.54
O (3.28475, 3.29906, 4.68934)  -0.54
H (2.72242, 1.76090, 1.96515)  0.32
H (3.69414, 1.13830, 3.33510)  0.31
H (1.93812, 1.41694, 3.53753)  0.14
C (-0.07050, 8.58684, 7.32085)  -0.77
N (0.90789, 7.49856, 7.04878)  0.78
O (0.70761, 6.77777, 6.09750)  -0.46
O (1.85167, 7.40557, 7.81117)  -0.47
H (-0.84680, 8.54351, 6.56713)  0.31
H (-0.47507, 8.41940, 8.31428)  0.31
H (0.47042, 9.52694, 7.27719)  0.30
C (2.95800, -2.42285, -7.95277)  -0.79
N (2.66860, -3.07465, -6.64759)  0.95
O (1.77725, -2.60201, -5.96827)  -0.54
O (3.34033, -4.03414, -6.33726)  -0.53
H (2.27566, -1.59217, -8.07925)  0.30
H (3.99019, -2.08448, -7.92493)  0.29
H (2.81670, -3.16586, -8.73125)  0.31
C (3.12416, 1.71465, -7.77891)  -0.78
N (4.11886, 0.75531, -8.33909)  0.88
O (3.87050, 0.23764, -9.41010)  -0.53
O (5.11531, 0.55004, -7.68049)  -0.54
H (2.29560, 1.79352, -8.47185)  0.30
H (2.79990, 1.32455, -6.81887)  0.37
H (3.62519, 2.66945, -7.65616)  0.28
C (-6.40808, 3.02893, 1.53945)  -0.66
N (-6.74943, 1.64306, 1.11703)  0.84
O (-7.86094, 1.23403, 1.34770)  -0.51
O (-5.87148, 1.00659, 0.56373)  -0.55
H (-7.27855, 3.46449, 2.01405)  0.30
H (-5.57322, 2.96059, 2.23106)  0.23
H (-6.12789, 3.58034, 0.64745)  0.28
C (-0.83402, -9.21323, -2.70972)  -0.50
N (-2.07878, -9.45205, -1.93003)  0.91
O (-2.87569, -8.53526, -1.82441)  -0.56
O (-2.22331, -10.55013, -1.45086)  -0.54
H (-0.84625, -8.19626, -3.07630)  0.07
H (0.00417, -9.38167, -2.04068)  0.29
H (-0.82429, -9.92654, -3.52788)  0.30
C (1.53698, 3.34501, -4.39604)  -0.70
N (2.01869, 3.72704, -5.75305)  0.91
O (2.09731, 2.84708, -6.58896)  -0.47
O (2.30109, 4.88884, -5.92715)  -0.54
H (1.32749, 2.28315, -4.39736)  0.19
H (2.32502, 3.58891, -3.68994)  0.34
H (0.64091, 3.92205, -4.18922)  0.30
C (6.15547, 4.73738, 2.02360)  -0.65
N (7.11140, 3.63686, 1.72091)  0.89
O (6.88504, 2.94480, 0.74835)  -0.53
O (8.05079, 3.50311, 2.47277)  -0.52
H (5.37472, 4.72949, 1.27437)  0.30
H (5.74849, 4.55256, 3.01237)  0.20
H (6.71067, 5.67001, 2.00279)  0.31
C (4.44533, 6.41513, 10.20410)  -0.59
N (3.85071, 5.06135, 10.37280)  0.85
O (3.61475, 4.67712, 11.49441)  -0.52
O (3.63763, 4.42898, 9.35540)  -0.52
H (4.57588, 6.85410, 11.18557)  0.30
H (5.39739, 6.28948, 9.69800)  0.28
H (3.75829, 6.99673, 9.59664)  0.19

Record 2
The molecule C4H8O3. Source: OMol25; level of theory: the ωB97M-V functional and the def2-TZVPD basis.

The value obtained for the relative energy (zero: lowest compared OMol25 entry of this formula, charge and spin) is 76.4 kJ/mol. As for the spin multiplicity: 1. For the energy, the calculation gives -10420.2115 eV. Its SMILES is COC(=O)[C@@H](C)O.

Last column: Mulliken charge in e.
CARTESIAN COORDINATES (ANGSTROEM)
C (2.52194, -0.14221, 0.47240)  -0.63
O (1.17481, 0.30951, 0.65653)  -0.32
C (0.25121, -0.41952, 0.01987)  0.66
O (0.50868, -1.37388, -0.67906)  -0.58
C (-1.17085, 0.08636, 0.22622)  0.18
C (-1.59972, 0.91478, -0.98617)  -1.21
O (-2.04714, -0.99952, 0.42536)  -0.56
H (2.63002, -1.16985, 0.82626)  0.29
H (3.15546, 0.52428, 1.05697)  0.23
H (2.79800, -0.10166, -0.58312)  0.29
H (-1.21511, 0.67714, 1.13976)  0.31
H (-1.01657, 1.83281, -1.12934)  0.35
H (-2.65210, 1.18021, -0.85632)  0.31
H (-1.49109, 0.28964, -1.87893)  0.31
H (-1.90823, -1.60963, -0.31324)  0.36

Record 3
A cluster of 2 separate species, C3H9NO in total. Source: OMol25; level of theory: the ωB97M-V functional and the def2-TZVPD basis.

The value obtained for the relative energy (zero: lowest compared OMol25 entry of this formula, charge and spin) is 161.8 kJ/mol. As for the spin multiplicity: 1. For the energy, the calculation gives -6793.3788 eV. Its SMILES is C=CCN.O.

Last column: Mulliken charge in e.
CARTESIAN COORDINATES (ANGSTROEM)
N (-1.72315, -1.14914, -0.04935)  -0.65
C (-0.74564, -0.14067, 0.41872)  -0.18
C (0.54457, 1.72414, -0.67051)  -0.78
C (-0.06659, 0.55456, -0.74154)  -0.36
H (-1.78627, -1.86030, 0.67462)  0.25
H (-2.64113, -0.71603, -0.00423)  0.23
H (-0.04196, -0.58404, 1.11376)  0.27
H (-1.24863, 0.64670, 0.98416)  0.35
H (0.76950, 2.27911, -1.57202)  0.27
H (0.76037, 2.19862, 0.27834)  0.24
H (-0.33913, 0.19071, -1.72877)  0.35
H (1.65207, -1.11737, -0.14898)  0.35
H (2.35320, -0.84396, 1.16530)  0.32
O (2.51280, -1.18232, 0.28051)  -0.66

Number 1: E_HOMO -12.06 eV. Number 2: E_HOMO -10.43 eV. Number 3: E_HOMO -9.74 eV.